<P>
Molecular formula: C5H13N2
Method: DFT, wB97M-V/def2-TZVPD

Last columns: bonded neighbours and bond lengths (Å).
Positions of all 20 atoms, in Å:
1 C 0.942 -0.780 -0.944  H3 1.080, C12 1.321, N18 1.468
2 H 0.523 -2.499 0.102  N18 1.016
3 H 1.988 -1.049 -0.941  C1 1.080
4 C 1.374 1.171 -2.412  H9 1.089, C12 1.489, H14 1.089, H17 1.090
5 C -0.257 0.079 2.582  N10 1.466, H11 1.086, H13 1.092, H16 1.091
6 H -2.512 0.566 0.186  C8 1.088
7 H -0.707 -2.003 -0.873  N18 1.019
8 C -2.071 0.587 1.180  H6 1.088, N10 1.263, H15 1.093
9 H 2.401 0.810 -2.409  C4 1.089
10 N -1.280 -0.302 1.604  C5 1.466, C8 1.263
11 H -0.040 -0.772 3.221  C5 1.086
12 C 0.499 0.272 -1.608  C1 1.321, C4 1.489, H20 1.087
13 H -0.550 0.944 3.183  C5 1.092
14 H 1.332 2.199 -2.052  C4 1.089
15 H -2.276 1.486 1.765  C8 1.093
16 H 0.652 0.382 2.062  C5 1.091
17 H 1.042 1.195 -3.450  C4 1.090
18 N 0.024 -1.683 -0.239  C1 1.468, H2 1.016, H7 1.019, H19 1.147
19 H -0.522 -1.107 0.590  N18 1.147
20 H -0.561 0.504 -1.546  C12 1.087

## Properties
gap between HOMO and LUMO: 0.3890 Ha
LUMO: -3.3101 eV
charge: +1
HOMO energy: -13.90 eV



<Q>
Molecular formula: C5H13N2
Method: DFT, wB97M-V/def2-TZVPD

Last columns: bonded neighbours and bond lengths (Å).
Positions of all 20 atoms, in Å:
1 H -2.724 -1.149 -0.634  C19 1.090
2 C -1.080 0.699 0.749  H9 1.176, H11 1.157, C18 1.487, C20 1.581
3 H -2.744 1.921 -0.117  C20 1.167
4 H 0.596 -1.719 -0.572  N16 1.009
5 H 4.579 -0.006 0.190  C13 1.039
6 H -2.228 -1.699 1.005  C19 0.997
7 N 2.754 0.063 -0.548  H8 1.000, C13 1.266
8 H 2.952 0.206 -1.517  N7 1.000
9 H -1.869 0.852 1.608  C2 1.176
10 H -1.565 -2.411 -0.495  C19 1.060
11 H -0.081 1.208 1.033  C2 1.157
12 H -1.016 2.585 -0.559  C20 1.159
13 C 3.566 -0.068 0.415  H5 1.039, N7 1.266, H17 1.003
14 H -1.581 1.065 -1.296  C20 1.063
15 H 1.332 -0.042 -0.228  N16 1.253
16 N 0.362 -0.832 -0.152  H4 1.009, H15 1.253, C18 1.279
17 H 3.270 -0.072 1.374  C13 1.003
18 C -0.874 -0.623 0.101  C2 1.487, N16 1.279, C19 1.495
19 C -1.999 -1.606 0.040  H1 1.090, H6 0.997, H10 1.060, C18 1.495
20 C -1.649 1.628 -0.397  C2 1.581, H3 1.167, H12 1.159, H14 1.063

## Properties
gap between HOMO and LUMO: 0.4230 Ha
LUMO: -3.3360 eV
charge: +1
HOMO energy: -14.85 eV



<R>
Molecular formula: C5H13N2
Method: DFT, wB97M-V/def2-TZVPD

Last columns: bonded neighbours and bond lengths (Å).
Positions of all 20 atoms, in Å:
1 C -1.079 -0.452 -0.218  H7 1.087, C15 1.358, C20 1.538
2 H 1.805 1.694 -1.297  C12 1.101
3 H 1.150 2.468 -2.711  C12 1.091
4 H 1.481 -2.013 1.290  C9 1.086
5 H 0.262 0.295 1.290  N17 1.032
6 H -1.278 -2.558 0.251  C20 1.092
7 H -2.002 -0.194 0.295  C1 1.087
8 H 0.538 -0.282 -1.454  C15 1.087
9 C 0.435 -1.767 1.438  H4 1.086, H13 1.093, N17 1.518, C20 1.539
10 H 1.128 3.354 -1.299  C12 1.092
11 N -0.208 1.654 -1.171  C12 1.442, C15 1.379, H16 1.010
12 C 0.975 2.329 -1.644  H2 1.101, H3 1.091, H10 1.092, N11 1.442
13 H 0.108 -2.490 2.189  C9 1.093
14 H -0.623 -0.317 2.516  N17 1.024
15 C -0.299 0.283 -1.053  C1 1.358, H8 1.087, N11 1.379
16 H -1.080 2.126 -1.365  N11 1.010
17 N 0.291 -0.390 2.061  H5 1.032, C9 1.518, H14 1.024, H19 1.020
18 H 0.021 -2.166 -0.695  C20 1.095
19 H 0.988 -0.212 2.784  N17 1.020
20 C -0.487 -1.807 0.206  C1 1.538, H6 1.092, C9 1.539, H18 1.095

## Properties
gap between HOMO and LUMO: 0.3135 Ha
LUMO: -3.3933 eV
charge: +1
SMILES string: CN/C=C/CC[NH3+]
HOMO energy: -11.92 eV



<S>
Molecular formula: C5H13N2
Method: DFT, wB97M-V/def2-TZVPD

Last columns: bonded neighbours and bond lengths (Å).
Positions of all 20 atoms, in Å:
1 H 1.367 1.346 -0.145  C6 1.096
2 H -0.103 -1.508 0.731  N3 1.044
3 N 0.317 -1.055 1.573  H2 1.044, H5 1.019, H12 1.021, C16 1.548
4 H 2.111 1.153 1.774  C17 1.078
5 H 1.304 -1.172 1.351  N3 1.019
6 C 0.382 0.885 -0.012  H1 1.096, H9 1.103, C16 1.587, C18 1.514
7 H -1.137 1.039 -2.164  C14 1.125
8 H 0.561 -1.159 -0.981  C18 1.091
9 H -0.259 1.771 -0.150  C6 1.103
10 H 1.572 0.250 3.026  C17 1.112
11 H 0.874 1.868 2.983  C17 1.075
12 H 0.015 -1.469 2.456  N3 1.021
13 N -1.320 -0.875 -2.941  C14 1.356, H15 1.002, H19 1.003
14 C -0.938 -0.045 -1.939  H7 1.125, N13 1.356, C18 1.358
15 H -2.091 -0.497 -3.457  N13 1.002
16 C 0.062 0.469 1.486  N3 1.548, C6 1.587, C17 1.557, H20 1.103
17 C 1.209 1.061 2.356  H4 1.078, H10 1.112, H11 1.075, C16 1.557
18 C 0.046 -0.197 -1.016  C6 1.514, H8 1.091, C14 1.358
19 H -0.863 -1.762 -3.048  N13 1.003
20 H -1.000 0.611 1.751  C16 1.103

## Properties
gap between HOMO and LUMO: 0.3218 Ha
LUMO: -3.1327 eV
charge: +1
SMILES string: C[C@H]([NH3+])C/C=C/N
HOMO energy: -11.89 eV



Preferred: <S>; penalty for the next structure: 0.0055 hartree.